The following is a DFT calculation (ωB97M-V/def2-TZVPD) of C48H113InN7O18 as an isolated structure.

Atoms and positions in Å:
In 1.8903 0.5661 5.8630
C 7.0310 0.4237 6.9776
C 5.6862 0.5857 6.3730
C 5.3900 2.0605 5.6843
O 4.1751 2.3463 5.4354
C 6.4787 2.9831 5.5976
C 7.6988 2.6911 6.1375
C 7.9102 1.4437 6.8675
O 9.0090 1.1889 7.5203
O 8.6486 3.5012 5.8329
O 4.7572 -0.2436 6.4619
H 7.1750 -0.5376 7.4482
H 6.3202 3.8154 4.9278
C 5.5150 6.2472 6.5975
C 4.2964 6.4381 5.6583
C 4.2102 7.8484 4.9971
O 4.0645 8.9066 5.9604
C 3.8827 10.1894 5.3120
N 4.3528 5.4211 4.6233
H 6.4966 6.4364 6.1629
H 5.4872 5.2205 6.9626
H 5.4087 7.0175 7.3614
H 3.4044 6.1618 6.2205
H 3.3490 7.9227 4.3331
H 5.0677 8.0496 4.3549
H 2.9474 10.2723 4.7585
H 4.6275 10.6720 4.6791
H 3.8833 10.9518 6.0910
H 4.2361 4.5011 5.0232
H 5.2924 5.4324 4.2530
C 2.0222 -0.7065 10.7760
C 2.1688 -0.0559 9.4126
C 3.2688 1.0287 9.3872
O 3.1082 1.9280 8.2695
C 3.8186 3.1631 8.3793
N 2.4233 -1.0296 8.3437
H 2.8579 -1.3680 11.0042
H 1.0770 -1.2482 10.8114
H 2.0139 0.0869 11.5233
H 1.2253 0.4691 9.2633
H 4.3010 0.6843 9.3243
H 3.2829 1.6599 10.2757
H 3.7611 3.6950 7.4296
H 4.8999 3.0864 8.4937
H 3.4057 3.7318 9.2125
H 1.9470 -1.8538 8.6812
H 3.3842 -1.3032 8.4922
C 7.7825 6.2339 3.1631
C 8.4757 5.8047 1.8426
C 8.9244 4.3535 1.7677
O 10.2603 4.1308 2.1865
C 11.2112 4.6174 1.3029
N 7.4231 6.0444 0.9269
H 7.8061 7.3232 3.1954
H 8.2011 5.9367 4.1246
H 6.7237 5.9828 3.2246
H 9.2948 6.4591 1.5445
H 8.5945 3.9388 0.8152
H 8.2321 3.8172 2.4167
H 12.0925 3.9761 1.3049
H 11.5489 5.6095 1.6027
H 10.8426 4.6287 0.2771
H 6.9630 6.9358 1.0440
H 7.6409 5.8461 -0.0392
C 10.5456 -2.1064 7.3755
C 11.6422 -1.1065 6.8993
O 11.7656 -0.1443 7.9458
H 10.4938 -2.9181 6.6499
H 9.5559 -1.6506 7.4042
H 10.7234 -2.6013 8.3303
H 11.3050 -0.7449 5.9279
H 12.6099 -1.5512 6.6670
H 11.9543 -0.5814 8.7795
C 5.4290 2.9653 1.8308
C 6.3744 1.7988 2.0068
O 5.5878 0.6466 1.8531
H 4.6805 2.8693 2.6173
H 4.8276 2.8499 0.9291
H 5.9624 3.9143 1.7770
H 6.8598 1.7738 2.9824
H 7.1601 1.7020 1.2576
H 6.2384 -0.0579 1.8081
C 6.2446 -3.5953 7.1296
C 4.8574 -3.3619 7.7536
O 5.0028 -2.1632 8.4380
H 7.0720 -3.5543 7.8381
H 6.4850 -2.7962 6.4284
H 6.3476 -4.5687 6.6501
H 4.5240 -4.1563 8.4213
H 4.0659 -3.2664 7.0103
H 5.2643 -1.4822 7.8139
C 1.5166 3.1320 2.5832
O 1.7917 1.8423 2.9792
C 2.0074 0.9071 1.9129
C 2.4111 -0.5020 2.5140
N 3.5621 -0.5130 3.5077
C 4.1045 -1.8502 3.7993
C 3.1240 -2.9537 4.2458
O 2.2019 -2.4577 5.2342
C 1.3235 -3.4527 5.5810
H 1.3679 3.7369 3.4777
H 0.5934 3.2170 2.0099
H 2.3535 3.5973 2.0624
H 2.8876 1.1523 1.3186
H 1.1954 0.8358 1.1892
H 2.5412 -1.2450 1.7272
H 1.4825 -0.8502 2.9665
H 4.3593 -0.1788 2.9853
H 4.8733 -1.7125 4.5596
H 4.5916 -2.2197 2.8969
H 3.7340 -3.7925 4.5811
H 2.6738 -3.2301 3.2924
H 1.7781 -4.2594 6.1559
H 0.8732 -3.9447 4.7188
H 0.4850 -3.0622 6.1577
C 9.3947 7.9613 10.8161
O 9.5400 6.8647 9.9053
C 8.3009 6.2170 9.6599
C 8.6067 5.0718 8.6472
N 9.7144 4.2401 9.1620
C 9.2489 3.3420 10.2705
C 10.3696 2.5288 10.9160
O 11.3284 1.8782 10.0836
C 12.2302 1.0722 10.9364
H 10.3759 8.4059 10.9825
H 8.9803 7.5589 11.7406
H 8.7499 8.7681 10.4678
H 7.6103 6.9459 9.2358
H 7.9254 5.7957 10.5924
H 8.8703 5.4835 7.6730
H 7.7252 4.4681 8.4313
H 10.2092 4.9674 9.6583
H 8.5382 2.5858 9.9369
H 8.7075 3.8874 11.0434
H 9.9239 1.7949 11.5873
H 10.9780 3.2126 11.5079
H 11.6685 0.2637 11.4041
H 12.6519 1.6986 11.7224
H 13.1176 0.7035 10.4219
C 13.4619 7.3721 3.0090
O 12.7640 6.5931 3.9442
C 11.4467 6.9548 4.2847
C 10.7963 6.0254 5.3319
N 11.8251 5.6861 6.2940
C 11.9663 6.7528 7.2935
C 13.0287 6.3429 8.3368
O 12.6610 5.1414 9.0137
C 13.3073 4.9949 10.2876
H 13.5437 8.3734 3.4320
H 13.0093 7.3420 2.0179
H 14.4851 7.0240 2.8676
H 10.8679 7.0041 3.3624
H 11.4273 7.9201 4.7904
H 10.3711 5.2700 4.6711
H 9.8669 6.4616 5.6980
H 12.6831 5.7702 5.7678
H 11.0526 6.9095 7.8668
H 12.2403 7.6583 6.7521
H 13.0801 7.1601 9.0563
H 13.9735 6.2072 7.8106
H 14.2848 4.6150 9.9904
H 12.7923 4.2048 10.8340
H 13.4228 5.8755 10.9195
C 8.0997 -0.4059 10.4744
O 7.6531 -1.0074 11.6700
C 6.4263 -1.7387 11.5093
C 6.0774 -2.4318 12.8806
N 7.1026 -3.4214 13.2140
C 6.8194 -4.2207 14.3918
C 7.1307 -3.4161 15.6615
O 8.4902 -2.9506 15.6640
C 8.8369 -2.1504 16.7902
H 9.0159 0.1213 10.7402
H 7.4233 0.3535 10.0818
H 8.2457 -1.1347 9.6771
H 6.5360 -2.5162 10.7533
H 5.5486 -1.1820 11.1808
H 5.0749 -2.8398 12.7519
H 6.0135 -1.6363 13.6231
H 7.9411 -2.8948 13.4133
H 7.4274 -5.1238 14.3376
H 5.7925 -4.5859 14.3748
H 6.9514 -4.0581 16.5239
H 6.5963 -2.4679 15.7207
H 9.8849 -2.2435 17.0750
H 8.2189 -2.3653 17.6620
H 8.6165 -1.1384 16.4504

Atomic forces in eV per Å
0.6 -0.3 -0.1
-4.8 -1.2 -1.9
-1.6 0.6 -0.4
-3.8 -1.4 1.2
3.7 -0.9 0.3
-2.6 -0.9 -1.3
4.5 3.3 -1.5
6.3 -0.8 3.8
-2.6 1.6 -2.2
-2.1 -2.5 1.5
2.2 1.9 -0.3
0.7 0.2 0.4
0.3 0.4 0.3
-0.8 1.3 0.0
1.0 0.0 0.0
-0.7 0.1 0.6
0.7 0.5 -1.2
-0.4 0.6 1.1
0.0 0.1 -0.9
-0.1 -0.1 -0.6
0.0 0.1 0.4
0.2 -0.4 0.6
-0.2 0.7 0.2
-0.2 -0.5 -0.1
0.5 -0.2 0.1
-0.2 -0.4 0.1
0.9 -1.3 -0.5
-0.5 -0.3 0.5
-0.3 -0.1 0.0
0.0 0.0 -0.4
0.4 0.4 0.2
0.7 1.0 0.0
0.2 1.1 -0.2
0.0 -0.2 -0.4
-0.3 -0.3 -0.1
-0.6 0.5 0.4
0.0 -0.1 0.0
0.1 -0.1 0.1
-0.2 -0.1 0.2
-0.1 0.2 -0.5
0.1 -0.9 0.0
-0.5 -0.1 0.4
-0.7 0.0 0.1
0.3 -0.6 0.5
0.1 0.3 -0.1
-0.5 -0.5 -0.5
0.5 -0.2 -0.3
1.0 0.7 0.8
-0.4 0.6 0.8
-0.8 0.1 0.9
-1.6 -0.7 0.2
0.9 0.3 -0.6
-1.6 -0.7 -1.7
-0.1 0.2 0.0
0.5 -0.3 -0.2
0.1 -0.4 -0.7
0.6 0.1 0.8
1.0 0.0 -0.8
0.4 -0.3 0.6
-0.1 -0.1 0.2
0.0 0.2 -0.2
-0.1 0.2 -0.2
0.2 0.0 -0.2
0.1 0.3 -0.1
0.7 -0.6 -1.1
-1.0 -1.1 1.7
0.2 0.8 -1.3
-0.1 -0.2 -0.1
0.1 0.3 0.1
0.3 0.3 0.2
-0.1 1.1 0.4
0.0 -0.5 0.3
0.0 -0.2 -0.2
0.1 -0.3 0.0
0.0 0.4 -0.6
-0.1 -1.2 0.1
0.1 0.6 0.4
0.4 -0.1 -0.3
-0.3 0.1 0.3
0.1 0.3 0.3
0.2 0.7 -0.1
-0.2 -0.5 -0.2
-0.1 -0.9 -0.2
1.2 -0.4 -0.9
-0.3 0.9 1.9
-0.4 0.0 0.6
-0.3 0.0 -0.4
-0.1 0.1 -0.3
0.4 0.1 0.3
0.0 0.0 -0.4
-0.2 0.0 -0.4
-0.2 1.4 0.1
0.2 -2.1 -0.2
2.1 -1.0 0.8
-0.9 0.4 0.7
-1.5 -0.2 -0.7
-0.5 -0.3 0.7
0.7 1.8 -0.6
1.6 0.3 -1.3
-1.5 -1.3 0.5
0.0 -0.1 0.2
0.0 -0.1 -0.3
0.1 0.0 -0.4
0.2 0.8 -0.1
-0.5 -0.1 0.4
0.4 0.2 -0.5
0.1 -0.2 0.8
-0.2 1.3 0.0
0.0 0.0 0.0
0.2 -0.5 -0.1
-0.2 -0.2 0.4
-1.0 -0.4 0.3
0.3 0.0 0.3
0.0 0.1 -0.4
0.2 0.3 0.1
0.3 -0.6 -0.1
-0.2 0.8 0.1
0.5 -0.4 -1.0
0.1 0.1 0.6
-1.4 -0.4 0.9
0.5 -0.6 -1.4
1.2 0.7 0.4
0.5 -1.1 0.4
-0.9 1.3 -0.5
0.0 -0.3 0.1
0.1 0.2 0.3
-0.3 -0.2 -0.4
-0.4 0.0 0.1
-0.3 0.1 0.1
0.4 0.2 0.0
-0.3 -0.1 0.3
1.3 -0.2 -0.1
-0.2 0.2 -0.8
0.2 0.0 0.5
-0.2 0.0 0.3
-0.1 0.2 0.6
0.0 -0.2 0.0
-0.2 0.2 0.3
-0.5 0.0 -0.7
-0.1 0.5 0.4
0.4 -1.6 0.5
-0.6 1.5 0.0
0.6 -0.1 -2.3
-1.0 0.0 0.6
0.2 -1.2 0.6
-0.7 0.0 -0.4
-0.6 1.2 0.6
0.4 -0.9 -1.5
-0.1 0.4 -0.5
-0.3 0.3 0.0
-0.1 -0.5 0.4
-0.4 0.2 0.0
0.3 0.7 -0.5
0.6 -1.4 0.7
0.4 0.5 0.7
0.3 -0.7 -0.1
-0.3 0.0 -0.3
0.3 0.6 0.6
0.4 0.2 0.1
0.4 0.0 0.2
0.5 0.0 0.8
-0.1 0.1 -0.1
-0.3 0.3 -0.3
0.2 0.1 0.5
-1.3 -0.1 -0.4
0.3 -1.1 1.4
0.9 0.9 -1.4
-0.8 0.1 -0.7
0.6 0.7 0.2
0.6 0.2 0.2
0.6 -1.5 -0.1
-0.8 0.3 -0.7
0.1 -0.3 -0.4
-0.5 0.2 0.1
0.3 -0.2 0.0
0.3 -0.2 -0.1
0.1 0.9 0.0
0.1 -0.5 0.2
-0.2 0.2 0.2
0.3 -0.1 -0.2
0.3 0.0 0.3
-0.2 0.3 0.2
-0.1 0.2 0.3
-1.0 -0.3 0.1
0.0 -0.2 -0.4
0.0 -0.2 0.1
0.2 0.5 0.5

Charge   +1
LUMO   -7.28 eV
Highest occupied orbital energy   -9.511 eV
Multiplicity   1

The following is a DFT calculation (ωB97M-V/def2-TZVPD) of a 2-piece molecular cluster, C17H16N3O3 overall.

Atoms and positions in Å:
C 5.4089 -0.6630 -2.2714
O 4.8286 0.6187 -2.2735
C 3.4279 0.6269 -2.2653
C 2.7806 1.8725 -2.2670
C 1.4155 1.9689 -2.2539
C 0.6165 0.8002 -2.2379
C -0.7760 0.8523 -2.2142
O -1.5643 -0.2587 -2.2038
C -2.9342 0.0639 -2.1770
C 1.2709 -0.4502 -2.2425
C 2.6362 -0.5315 -2.2547
H 6.4932 -0.5528 -2.2720
H 5.1096 -1.2074 -1.3756
H 5.1085 -1.2097 -3.1653
H 3.3903 2.7574 -2.2760
H 0.9382 2.9329 -2.2442
H -1.2696 1.8109 -2.2019
H -3.5116 -0.8616 -2.1592
H -3.1526 0.6443 -1.2792
H -3.1924 0.6314 -3.0723
H 0.6689 -1.3420 -2.2368
H 3.1065 -1.4971 -2.2568
O -3.1230 1.8688 1.6770
C -2.2440 1.0857 2.0397
C -2.4486 -0.1313 2.8037
C -1.1983 -0.7450 2.9673
C -1.0988 -1.9519 3.6557
C -2.2463 -2.5021 4.1815
C -3.4838 -1.8717 4.0366
C -3.5991 -0.6883 3.3442
N -0.2424 0.0722 2.3630
C -0.8315 1.1668 1.8116
N -0.1894 2.1544 1.1631
N 0.3740 2.9958 0.6129
H -0.1360 -2.4125 3.7896
H -2.1861 -3.4350 4.7180
H -4.3622 -2.3155 4.4768
H -4.5454 -0.1915 3.2070
H 0.7613 -0.1051 2.3530

Atomic forces in eV per Å
0.5 -0.8 0.0
-3.5 0.8 0.0
1.9 0.2 0.0
0.2 0.4 0.0
0.1 0.0 0.0
-0.4 -0.6 0.0
-0.7 -2.4 0.0
3.4 2.7 -0.1
-1.8 0.2 0.1
0.3 0.0 0.0
0.2 -0.5 0.0
-0.2 0.2 0.0
0.1 -0.1 0.0
0.1 -0.1 0.0
0.1 0.2 0.0
0.0 0.3 0.0
-0.4 0.2 0.0
0.3 0.1 0.0
-0.1 0.0 0.0
-0.1 -0.1 0.1
0.0 -0.2 0.0
0.0 -0.2 0.0
0.8 -0.2 -0.2
-2.8 1.4 -0.3
0.7 -0.5 0.1
-0.7 0.5 -0.1
0.7 0.4 -0.3
-0.2 0.2 -0.1
-0.3 -0.1 0.1
0.1 0.1 -0.2
2.6 -2.0 0.7
1.2 2.6 -1.8
-0.1 -0.4 0.3
-1.3 -1.7 1.1
0.2 -0.2 0.1
0.0 -0.1 0.1
-0.1 -0.1 0.0
-0.2 0.1 0.0
-0.7 0.1 0.1

Energy above the lowest of the compared OMol25 structures with the same formula, charge and spin   13.2 kJ/mol
Charge   +1
LUMO   -5.48 eV
Highest occupied orbital energy   -10.222 eV
Multiplicity   1